{
  "formula": "C40H70N2O3S",
  "method": "the ωB97M-V functional and the def2-TZVPD basis",
  "homo_lumo_gap_ev": 7.66,
  "spin_multiplicity": 1,
  "smiles": "CCCCCCCCCCc1ccc2c(c1)N(OC[C@H](C)C(C)C)c1cc(NCCCC)ccc1S2.CCOCC.CCOCC",
  "elements": ["S", "O", "O", "O", "N", "N", "C", "C", "C", "C", "C", "C", "C", "C", "C", "C", "C", "C", "C", "C", "C", "C", "C", "C", "C", "C", "C", "C", "C", "C", "C", "C", "C", "C", "C", "C", "C", "C", "C", "C", "C", "C", "C", "C", "C", "C", "H", "H", "H", "H", "H", "H", "H", "H", "H", "H", "H", "H", "H", "H", "H", "H", "H", "H", "H", "H", "H", "H", "H", "H", "H", "H", "H", "H", "H", "H", "H", "H", "H", "H", "H", "H", "H", "H", "H", "H", "H", "H", "H", "H", "H", "H", "H", "H", "H", "H", "H", "H", "H", "H", "H", "H", "H", "H", "H", "H", "H", "H", "H", "H", "H", "H", "H", "H", "H", "H"],
  "positions_angstrom": [[2.8253, 3.6023, -1.4520], [2.1945, 1.2349, 0.7896], [3.7602, -0.3225, -5.7905], [-1.2637, -4.0624, 0.3293], [0.9828, 1.7528, 0.5159], [-1.0913, 5.8333, 3.5198], [-1.1132, -6.4796, 0.7755], [0.9093, -3.9095, -0.8212], [5.7290, -1.6180, -6.5045], [0.7488, 6.4216, 1.5656], [3.3992, -0.5165, 4.2821], [5.3865, 1.1766, 1.5608], [-0.7274, 5.3132, 4.8921], [-6.8812, -4.0431, 1.6563], [0.1266, -3.7845, 0.4759], [-0.4270, 0.3907, -1.3452], [0.9202, 3.2452, 0.8392], [4.8914, 0.7858, -3.9035], [-0.7137, 0.1324, -2.9614], [-6.0920, -2.7091, 2.2373], [-5.3187, -3.6743, -1.1958], [4.0341, -0.3702, -4.3925], [-4.4159, -0.6962, -2.1206], [-6.4118, -2.5823, -1.7764], [-5.8917, -5.1403, 0.9339], [-3.3420, -0.0778, -3.2305], [-1.6045, -5.3667, -0.1347], [-6.1021, -5.0352, -0.7203], [1.7508, 5.9704, 0.3132], [1.3424, 2.0560, -3.7524], [-0.1728, 5.3273, 2.4302], [-0.0568, 3.7318, 2.0696], [4.8895, -0.3613, -6.6599], [4.8330, -0.2821, 2.0710], [0.1656, 0.9261, -4.1230], [2.4062, 1.0392, 2.2329], [1.5892, 2.3243, -2.1546], [5.0692, -1.4616, 0.9102], [-5.6061, -1.6171, -2.8272], [-0.0402, 8.4846, 5.0734], [0.7222, 5.8532, 5.4652], [0.7302, 1.5038, -0.9769], [3.2923, -0.2815, 2.6309], [-1.9232, -0.9581, -3.2965], [0.6963, 7.3868, 6.0433], [1.8052, 4.3688, -0.0281], [1.9610, -3.6520, -0.6593], [-7.7327, -3.6233, 0.9419], [2.4987, -0.0172, 4.8654], [4.3880, -0.0456, 4.7378], [-3.8991, -0.0769, -4.2838], [-4.7614, -3.1228, -0.2990], [-6.3449, -0.8582, -3.3616], [0.6042, 8.7982, 4.1254], [-4.5035, -3.8634, -2.0269], [6.0940, -1.1841, 0.3987], [1.5272, 5.6431, 4.6417], [-1.7996, -1.4680, -4.3535], [0.6118, 7.5528, 1.9112], [5.4977, 0.5396, -6.5284], [5.8753, 0.7923, -4.3767], [-1.2471, -5.5074, -1.1601], [6.5729, 1.0780, 1.4998], [0.2047, -2.7531, 0.8343], [-1.4333, -7.4532, 0.3930], [-1.9828, -1.7160, -2.4022], [-7.2512, -4.8920, -0.9711], [-6.1626, -2.7766, 3.4240], [5.0411, 0.7194, -2.8211], [4.4817, -1.3328, -4.1275], [-0.7250, 2.9864, 2.7142], [1.9488, 2.6455, -4.5854], [-1.0534, -0.1858, -0.5417], [3.0669, -0.3298, -3.8814], [3.4157, -1.6848, 4.5001], [-0.1151, 0.6534, -5.2468], [2.9245, 2.0101, 2.6565], [-2.0370, 5.4054, 3.2898], [-5.0030, 0.1822, -1.5646], [-4.9505, -2.7473, 1.9320], [6.1518, -1.7063, -5.5009], [-1.5479, 5.7515, 5.6404], [-2.6991, -5.4076, -0.1823], [5.5446, -0.6083, 2.9717], [5.1754, 2.0669, 2.3085], [-7.2917, -3.1726, -2.3280], [-1.5134, -6.3514, 1.7868], [-0.0236, -6.4923, 0.8551], [-5.7354, -6.0070, -1.2730], [5.1189, -2.5101, -6.6819], [5.2671, -2.4892, 1.4832], [0.0939, 7.3957, 7.0713], [-6.1456, -6.2600, 1.2083], [-6.9250, -2.0240, -0.8796], [-0.1683, 9.4903, 5.7014], [-5.0854, -2.2952, -3.6373], [2.3637, 6.7586, -0.3042], [-6.5976, -1.6890, 1.9269], [-3.1557, 1.0489, -2.9164], [4.4996, -0.3223, -7.6839], [0.9871, 5.1432, 6.3867], [4.1730, -1.5435, 0.1556], [1.3243, 0.9940, 2.7305], [2.7650, -1.2524, 2.1815], [0.8723, -4.9237, -1.2236], [6.5577, -1.6128, -7.2186], [-3.8563, -1.2787, -1.2457], [-0.8559, 4.1485, 4.9247], [0.5578, -4.4154, 1.2590], [-7.4119, -4.6124, 2.5579], [5.0272, 1.3839, 0.4638], [1.8053, 7.7315, 6.1864], [0.4946, -3.2396, -1.5851], [-4.7767, -4.8604, 1.1593], [4.4108, 1.7446, -4.1360], [-1.1171, 8.1893, 4.7174]],
  "forces_ev_per_angstrom": [[-2.65, -0.32, 0.59], [3.29, -1.57, 1.74], [-0.08, 0.02, -0.13], [-0.15, 0.09, 0.01], [-2.95, 2.88, -2.39], [0.55, -1.93, -1.40], [0.09, -0.01, 0.14], [-0.07, 0.01, -0.18], [0.01, -0.14, 0.09], [-0.14, -3.38, -0.40], [-0.31, 0.28, 0.11], [1.04, -0.65, -0.19], [-0.38, 0.44, 1.62], [-0.31, 0.09, 0.52], [0.00, -0.01, -0.13], [2.69, 2.78, -3.68], [-0.59, 3.96, 1.11], [0.05, 0.12, -0.07], [2.59, 1.65, 1.15], [-0.05, -0.59, 0.99], [-0.51, 0.74, -0.21], [0.00, 0.10, 0.03], [-0.78, 0.25, 0.44], [0.51, -0.60, -0.50], [-0.80, 0.02, -1.55], [-1.05, -0.03, 0.27], [0.03, 0.04, 0.08], [0.38, 0.61, 0.77], [-2.70, -3.17, 2.51], [-2.51, -2.10, 3.43], [2.87, -1.16, -3.13], [1.88, 2.78, -2.07], [-0.10, -0.06, 0.09], [0.60, -0.35, -0.03], [0.23, 0.34, 3.47], [-0.55, 0.41, 1.62], [-2.78, -2.32, -0.45], [0.77, 0.47, 1.10], [0.19, 0.50, 0.19], [0.02, 1.14, 0.22], [-0.42, -1.05, 0.31], [-1.44, -1.22, -3.06], [0.18, -0.74, 0.01], [-0.05, 1.85, 0.40], [-0.55, 0.01, -0.62], [-2.46, 0.52, 2.60], [-0.14, 0.01, -0.01], [1.82, -1.31, 1.31], [1.71, -1.18, -1.24], [-2.07, -0.95, -1.14], [1.32, 0.03, 2.21], [-1.16, -1.53, -1.84], [1.55, -1.66, 0.98], [-1.32, -0.95, 1.98], [-1.68, 0.22, 1.61], [-2.18, -0.66, 0.64], [-1.42, 0.71, 1.53], [-0.09, 1.00, 2.36], [0.46, -2.71, -1.03], [0.08, -0.04, 0.05], [0.02, -0.04, 0.07], [0.07, -0.05, 0.01], [-2.49, 0.23, 0.12], [-0.25, -0.11, -0.02], [0.01, 0.11, 0.03], [0.39, 1.25, -1.97], [2.37, -0.46, 0.64], [0.38, 0.35, -2.53], [-0.08, 0.02, -0.12], [0.12, 0.00, 0.01], [1.73, 1.56, -1.77], [-1.50, -1.49, 2.06], [1.47, 1.34, -1.60], [0.02, 0.00, -0.28], [-0.05, 2.59, -0.45], [0.88, 0.81, 2.69], [-0.95, -1.88, -0.78], [1.51, 0.83, 0.36], [1.42, -1.73, -1.25], [-2.41, 0.29, 0.62], [0.05, 0.05, -0.09], [1.61, -0.94, -1.64], [0.16, 0.25, 0.05], [-1.61, 0.73, -1.90], [0.19, -1.89, -1.67], [2.01, 1.34, 0.99], [0.00, -0.02, -0.14], [-0.06, -0.06, -0.08], [-0.55, 1.99, 1.11], [0.07, 0.13, -0.02], [-0.72, 2.14, -1.39], [1.52, -0.09, -2.14], [0.57, 2.41, -0.10], [1.14, -0.81, -1.76], [0.33, -2.13, -1.29], [-1.19, 1.25, 1.50], [-1.40, -1.83, 1.40], [1.13, -2.18, 0.44], [-0.09, -2.46, -0.81], [-0.15, 0.03, 0.27], [-0.51, 1.48, -2.01], [1.90, 0.22, 1.44], [2.29, -0.14, -0.99], [0.95, 2.21, 0.92], [0.08, 0.00, 0.06], [-0.10, 0.01, 0.05], [-1.08, 1.09, -2.05], [0.69, 2.03, 0.12], [0.04, -0.08, -0.03], [1.04, 1.44, -1.93], [0.40, -0.11, 2.26], [-2.15, -0.65, 0.03], [0.11, -0.05, 0.17], [-2.10, -0.82, -0.27], [0.05, -0.18, 0.10], [2.25, 0.31, 0.70]],
  "mulliken_charge": [-0.178, 0.488, -0.409, -0.381, -0.376, -0.234, -1.264, -0.929, -1.000, -0.212, -1.176, -1.033, -0.551, -0.470, -0.255, -0.411, 0.147, -0.803, 0.211, -0.689, 0.277, -0.174, -0.185, -0.596, -0.331, -0.620, 0.045, -0.883, -0.557, -0.503, -0.343, -0.355, -0.337, 0.182, -0.644, -0.882, 0.476, -1.037, -0.726, -0.775, -0.467, -0.126, 1.078, -0.112, -0.422, 0.286, 0.347, 0.225, 0.309, 0.306, 0.349, -0.246, 0.308, 0.127, 0.309, 0.319, 0.283, 0.423, 0.229, 0.307, 0.362, 0.322, 0.396, 0.210, 0.419, -0.177, 0.390, 0.272, 0.199, 0.325, 0.157, 0.328, 0.240, 0.128, 0.291, 0.263, 0.093, 0.353, 0.301, 0.109, 0.253, 0.344, 0.033, 0.262, 0.254, 0.343, 0.291, 0.300, 0.278, 0.281, 0.305, 0.242, 0.357, 0.156, 0.319, 0.270, 0.301, 0.206, 0.313, 0.325, 0.275, 0.161, 0.331, -0.200, 0.336, 0.386, -0.036, 0.315, 0.325, 0.339, 0.121, 0.280, 0.163, 0.052, 0.173, 0.224]
}